Record 1
DFT (wB97M-V/def2-TZVPD) results for 6 unconnected molecules or ions with the total composition C47H98N5O7.

Each line ends with the Mulliken charge.
Atoms and positions in Å:
C1 1.53448 0.87518 0.78204  0.009
C2 3.02505 0.75527 0.65331  0.539
O1 3.54508 -0.39540 0.60445  -0.202
O2 3.66953 1.75129 0.56029  -0.556
H1 1.30858 1.47670 1.66252  0.462
H2 0.99560 -0.04267 1.01713  -0.052
H3 1.09887 1.33227 -0.10645  -0.163
C3 -1.66960 1.75028 3.20728  -2.549
C4 -2.49598 2.32546 4.39263  1.623
C5 -1.52752 3.47632 4.86723  -1.418
C6 -2.21519 4.47560 5.76667  -0.729
C7 -3.51820 5.02655 5.12589  -1.091
C8 -4.54912 3.87299 4.66578  1.073
N1 -3.77815 2.87357 3.87089  1.042
O3 -4.58322 1.87321 3.31728  -0.606
C9 -5.27869 3.24271 5.88894  -1.550
C10 -5.58188 4.54457 3.70880  -1.787
C11 -2.53009 1.27936 5.60174  -1.727
H4 -1.60022 2.38451 2.32352  0.527
H5 -2.12885 0.79269 2.96188  0.577
H6 -0.68836 1.37425 3.49688  0.503
H7 -0.66212 3.07510 5.39467  0.420
H8 -1.09541 4.02599 4.03102  0.499
H9 -1.61691 5.38640 5.79103  0.428
H10 -2.28638 4.11436 6.79260  0.350
H11 -3.10357 5.59197 4.29133  0.378
H12 -3.90518 5.73903 5.85440  0.391
H13 -6.08117 2.55119 5.63216  0.322
H14 -4.42785 2.89285 6.47355  0.381
H15 -5.69316 4.05378 6.48767  0.411
H16 -6.27981 3.84761 3.24487  0.375
H17 -6.08099 5.29874 4.31725  0.471
H18 -5.02789 5.10173 2.95330  0.276
H19 -3.39493 0.65725 5.37123  0.475
H20 -2.48772 1.62481 6.63468  0.304
H21 -1.72454 0.55265 5.49643  0.315
H22 -4.68095 1.97641 2.36786  0.341
C12 -3.95483 -0.39521 -1.86477  -1.968
C13 -3.71248 1.15164 -1.54782  1.657
C14 -3.58272 1.71135 -2.98968  -1.362
C15 -3.54202 3.20632 -3.09242  -0.420
C16 -4.86329 3.67264 -2.46754  -1.709
C17 -5.01148 3.19636 -1.01183  2.038
N2 -4.85090 1.77845 -0.90217  0.322
O4 -5.17290 1.14566 0.31586  -0.464
C18 -4.04346 3.96669 -0.05938  -1.552
C19 -6.40697 3.62931 -0.62122  -2.098
C20 -2.37266 1.39051 -0.73268  -1.593
H23 -4.85745 -0.44976 -2.47338  0.546
H24 -4.16981 -1.05053 -1.02070  0.412
H25 -3.23560 -0.91172 -2.50039  0.366
H26 -2.65346 1.35926 -3.43758  0.160
H27 -4.39939 1.33181 -3.60376  0.550
H28 -3.53462 3.72448 -4.05135  0.461
H29 -2.62321 3.62762 -2.68450  0.214
H30 -5.73441 3.30377 -3.00902  0.399
H31 -5.01350 4.75068 -2.52547  0.505
H32 -2.99025 4.08133 -0.31570  0.243
H33 -4.34069 4.95185 0.30009  0.563
H34 -3.96836 3.41410 0.87716  0.154
H35 -6.68003 4.68313 -0.67607  0.413
H36 -7.15206 3.14999 -1.25620  0.494
H37 -6.72634 3.36335 0.38644  0.275
H38 -2.46503 1.34472 0.35243  0.069
H39 -1.86898 2.33162 -0.95342  0.252
H40 -1.54851 0.68579 -0.84330  0.687
H41 -5.73984 0.42093 0.04210  0.337
C21 2.27817 -3.45402 -3.42098  -1.385
C22 3.27687 -3.49291 -2.21499  1.733
C23 3.46378 -4.91119 -1.76634  -1.221
C24 4.42133 -5.66533 -2.63788  -0.798
C25 5.76696 -5.02482 -2.60339  -1.216
C26 5.72532 -3.47367 -2.95644  1.982
N3 4.58010 -2.82544 -2.36670  0.219
O5 4.50211 -1.49375 -2.63270  -0.407
C27 7.03270 -2.87299 -2.44851  -2.002
C28 5.64694 -3.30414 -4.46351  -1.638
C29 2.53107 -2.80480 -1.02249  -2.050
H42 1.42377 -4.07894 -3.16106  0.434
H43 2.83877 -3.85348 -4.26613  0.419
H44 1.99850 -2.40484 -3.51637  0.094
H45 3.70587 -5.07749 -0.71665  0.315
H46 2.53650 -5.47727 -1.85470  0.516
H47 4.05630 -5.68486 -3.66476  0.251
H48 4.41059 -6.71321 -2.33800  0.466
H49 6.34054 -5.62947 -3.30588  0.467
H50 6.24828 -5.25761 -1.65352  0.361
H51 7.04536 -3.07489 -1.37745  0.472
H52 7.93091 -3.41839 -2.73808  0.400
H53 7.22799 -1.81761 -2.63862  0.344
H54 6.25363 -2.45243 -4.77109  0.410
H55 5.91922 -4.16932 -5.06801  0.282
H56 4.65631 -3.13478 -4.88551  0.265
H57 1.59522 -3.28629 -0.73885  0.531
H58 2.34138 -1.73716 -1.13323  -0.037
H59 3.05479 -2.83944 -0.06718  0.511
H60 4.02291 -1.47196 -3.46425  0.297
C30 0.27741 -2.99101 2.44167  -1.350
C31 -0.04731 -3.81815 3.70374  1.794
C32 0.66682 -5.23077 3.80794  -1.449
C33 2.12583 -5.18450 4.05798  -0.572
C34 2.49576 -4.23754 5.27824  -1.299
C35 1.70808 -2.95588 5.38458  1.773
N4 0.22682 -3.09140 5.01516  -0.311
O6 -0.54097 -1.94627 5.13325  0.031
C36 1.66617 -2.55616 6.86878  -1.988
C37 2.46925 -1.84766 4.60678  -1.493
C38 -1.52106 -4.35163 3.64186  -1.794
H61 -0.38186 -3.18898 1.59652  0.386
H62 1.21307 -3.44517 2.11551  0.180
H63 0.54698 -1.93798 2.52264  0.079
H64 0.40919 -5.73595 4.73882  0.457
H65 0.36218 -5.84733 2.96228  0.372
H66 2.67083 -5.01236 3.12984  0.213
H67 2.55786 -6.14185 4.34940  0.466
H68 3.55764 -4.01016 5.18435  0.367
H69 2.43292 -4.83878 6.18524  0.432
H70 1.29991 -1.53934 7.01032  0.331
H71 0.94505 -3.10864 7.47115  0.480
H72 2.62944 -2.63533 7.37271  0.396
H73 3.49920 -1.69906 4.93115  0.430
H74 2.47113 -2.17453 3.56695  0.359
H75 1.93241 -0.90849 4.74040  0.190
H76 -2.08341 -3.44762 3.87557  0.443
H77 -1.80191 -5.09691 4.38602  0.397
H78 -1.89465 -4.55304 2.63788  0.384
H79 -1.17628 -2.25550 5.78315  0.344
C39 2.90268 2.40840 -2.98031  -1.958
C40 1.80453 1.84063 -3.94455  1.931
C41 0.94332 3.06737 -4.45821  -1.427
C42 0.00605 2.69987 -5.62024  -0.170
C43 0.86295 2.29293 -6.77288  -1.322
C44 1.83952 1.08130 -6.49809  1.583
N5 2.43921 1.21682 -5.13693  0.275
O7 3.47552 0.27688 -4.85999  -0.252
C45 1.18384 -0.29610 -6.67100  -1.577
C46 2.93312 1.31796 -7.58851  -2.003
C47 1.07260 0.74747 -3.24785  -0.448
H80 2.49333 2.86311 -2.07821  0.401
H81 3.62275 3.13134 -3.36367  0.416
H82 3.59519 1.61857 -2.68928  0.278
H83 0.47032 3.55947 -3.60839  0.514
H84 1.55300 3.88051 -4.85214  0.307
H85 -0.60877 3.57443 -5.83292  0.447
H86 -0.71671 2.02624 -5.15987  0.016
H87 1.37568 3.10039 -7.29558  0.361
H88 0.07935 1.95118 -7.44910  0.375
H89 0.50507 -0.53366 -5.85188  0.302
H90 0.58815 -0.32252 -7.58344  0.455
H91 1.94467 -1.07378 -6.73761  0.247
H92 2.65090 1.30132 -8.64121  0.360
H93 3.51957 2.21737 -7.40080  0.468
H94 3.62252 0.47797 -7.50342  0.397
H95 0.69566 1.14948 -2.30742  -0.263
H96 1.78428 -0.00067 -2.89871  -0.433
H97 0.22907 0.28276 -3.75833  0.382
H98 4.31487 0.73346 -4.95291  0.263

Values from the calculation:
E   -2649.6070 Eh
LUMO level (alpha / beta)   0.47 / -2.80 eV
HOMO-LUMO gap (alpha / beta)   8.3 / 5.0 eV
M   845.33 Da
Energy relative to the best compared isomer or geometry (same formula, charge and spin)   19.79 kJ/mol
HOMO (alpha / beta)   -0.288 / -0.288 Ha
2S+1   2

Record 2
DFT (wB97M-V/def2-TZVPD) results for 3 unconnected molecules or ions with the total composition C3H13NO2S2.

Each line ends with the Mulliken charge.
Atoms and positions in Å:
N1 -1.99258 0.32443 0.75445  -0.655
C1 -0.77544 -0.13112 0.08793  1.082
C2 -0.93268 -0.92055 -1.21185  -1.377
C3 0.13773 -0.61779 1.24856  -0.800
S1 1.75556 0.29741 0.97156  0.311
S2 2.05124 1.49218 2.44676  0.001
H1 -2.67880 0.73786 0.13625  0.247
H2 -2.43396 -0.38406 1.32916  0.209
H3 -0.38007 0.90599 -0.14993  -0.270
H4 -1.28290 -0.17049 -1.91950  0.386
H5 -0.05169 -1.43949 -1.62439  0.308
H6 -1.63909 -1.73719 -1.09373  0.370
H7 -0.33284 -0.25668 2.17748  0.560
H8 0.49067 -1.64189 1.33649  0.383
H9 2.12128 2.75701 1.92353  0.254
H10 2.48621 -2.54269 -1.22951  0.311
H11 0.96914 -2.61974 -0.45879  0.302
O1 1.91327 -2.49554 -0.45902  -0.616
H12 0.52745 2.89198 -0.70297  0.268
H13 0.07021 2.42493 -2.11011  0.333
O2 -0.02269 3.12545 -1.45236  -0.606

Values from the calculation:
Total charge   +1
E   -1123.3532 Eh
LUMO level (alpha / beta)   -3.86 / -7.96 eV
HOMO-LUMO gap (alpha / beta)   9.7 / 5.4 eV
M   159.28 Da
Energy relative to the best compared isomer or geometry (same formula, charge and spin)   60.99 kJ/mol
HOMO (alpha / beta)   -0.498 / -0.493 Ha
2S+1   2

Record 3
DFT (wB97M-V/def2-TZVPD) results for 2 unconnected molecules or ions with the total composition C4H13NO.

Each line ends with the Mulliken charge.
Atoms and positions in Å:
C1 -1.31058 1.79192 -0.62641  -1.214
C2 -0.46713 0.55204 -0.91411  -0.168
C3 0.05171 -0.01027 0.41727  -0.133
C4 1.48889 0.32131 0.78249  -0.740
N1 2.47295 -0.47270 0.05471  -0.094
H1 -0.96566 2.61239 -1.26097  0.303
H2 -1.33537 2.20756 0.40061  0.372
H3 -2.33611 1.64159 -0.94908  0.313
H4 -0.99076 -0.10174 -1.60535  0.445
H5 0.41622 0.80086 -1.58639  0.192
H6 -0.56378 0.24341 1.27540  0.459
H7 0.08160 -1.09760 0.20793  -0.218
H8 1.64835 0.18173 1.87388  0.342
H9 1.85117 1.35481 0.69993  0.365
H10 2.52248 -0.02388 -0.86512  0.360
H11 2.23082 -1.46065 0.20529  0.367
H12 -2.23477 -2.79138 1.09722  0.335
H13 -1.11692 -2.55623 0.08224  0.342
O1 -1.44310 -3.19316 0.71044  -0.629

Values from the calculation:
Total charge   +1
E   -289.8153 Eh
LUMO level (alpha / beta)   -3.60 / -9.17 eV
HOMO-LUMO gap (alpha / beta)   11.2 / 5.6 eV
M   91.15 Da
Energy relative to the best compared isomer or geometry (same formula, charge and spin)   175.52 kJ/mol
HOMO (alpha / beta)   -0.543 / -0.543 Ha
2S+1   2

Q: Which formula does entry 1 have?
A: C47H98N5O7

Q: Among the records above, which one has the lowest M?
A: C4H13NO

Q: What is the E in the second record?
A: -1123.3532 Eh

What did the third record say?
DFT (wB97M-V/def2-TZVPD) results for 2 unconnected molecules or ions with the total composition C4H13NO.

Each line ends with the Mulliken charge.
Atoms and positions in Å:
C1 -1.31058 1.79192 -0.62641  -1.214
C2 -0.46713 0.55204 -0.91411  -0.168
C3 0.05171 -0.01027 0.41727  -0.133
C4 1.48889 0.32131 0.78249  -0.740
N1 2.47295 -0.47270 0.05471  -0.094
H1 -0.96566 2.61239 -1.26097  0.303
H2 -1.33537 2.20756 0.40061  0.372
H3 -2.33611 1.64159 -0.94908  0.313
H4 -0.99076 -0.10174 -1.60535  0.445
H5 0.41622 0.80086 -1.58639  0.192
H6 -0.56378 0.24341 1.27540  0.459
H7 0.08160 -1.09760 0.20793  -0.218
H8 1.64835 0.18173 1.87388  0.342
H9 1.85117 1.35481 0.69993  0.365
H10 2.52248 -0.02388 -0.86512  0.360
H11 2.23082 -1.46065 0.20529  0.367
H12 -2.23477 -2.79138 1.09722  0.335
H13 -1.11692 -2.55623 0.08224  0.342
O1 -1.44310 -3.19316 0.71044  -0.629

Values from the calculation:
Total charge   +1
E   -289.8153 Eh
LUMO level (alpha / beta)   -3.60 / -9.17 eV
HOMO-LUMO gap (alpha / beta)   11.2 / 5.6 eV
M   91.15 Da
Energy relative to the best compared isomer or geometry (same formula, charge and spin)   175.52 kJ/mol
HOMO (alpha / beta)   -0.543 / -0.543 Ha
2S+1   2